{
  "formula": "C42H104N2O18Y",
  "method": "wB97M-V/def2-TZVPD",
  "symbols": ["Y", "C", "C", "C", "C", "C", "C", "N", "O", "C", "C", "C", "H", "H", "H", "H", "H", "H", "H", "H", "H", "H", "H", "H", "H", "H", "H", "H", "H", "H", "C", "C", "C", "C", "C", "C", "N", "O", "C", "C", "C", "H", "H", "H", "H", "H", "H", "H", "H", "H", "H", "H", "H", "H", "H", "H", "H", "H", "H", "C", "C", "C", "O", "H", "H", "H", "H", "H", "H", "H", "H", "C", "C", "C", "O", "H", "H", "H", "H", "H", "H", "H", "H", "C", "C", "C", "O", "H", "H", "H", "H", "H", "H", "H", "H", "C", "C", "C", "O", "H", "H", "H", "H", "H", "H", "H", "H", "C", "C", "O", "O", "H", "H", "H", "H", "H", "H", "C", "C", "O", "O", "H", "H", "H", "H", "H", "H", "C", "C", "O", "O", "H", "H", "H", "H", "H", "H", "C", "C", "O", "O", "H", "H", "H", "H", "H", "H", "C", "C", "O", "O", "H", "H", "H", "H", "H", "H", "C", "C", "O", "O", "H", "H", "H", "H", "H", "H"],
  "positions_angstrom": [[13.74489, -4.39178, -5.87825], [11.80468, -8.05698, -6.32906], [10.73550, -7.73961, -5.29749], [10.54921, -8.92029, -4.36878], [9.55338, -8.66945, -3.32105], [10.10463, -7.52225, -2.49823], [10.53030, -6.20280, -3.23532], [11.21135, -6.54072, -4.46929], [11.65264, -5.43505, -5.32450], [11.56592, -5.47588, -2.40246], [9.25448, -5.36114, -3.46966], [9.41954, -7.41686, -6.05613], [12.72899, -8.29548, -5.80288], [11.90985, -7.22820, -7.02917], [11.40836, -8.95509, -6.80281], [11.46585, -9.16409, -3.83173], [10.45605, -9.88778, -4.86212], [9.59640, -9.59627, -2.74898], [8.54498, -8.41016, -3.64352], [10.97782, -7.91866, -1.98006], [9.29668, -7.23122, -1.82695], [12.51615, -5.94956, -2.15588], [11.24612, -5.24850, -1.38554], [11.67224, -4.46840, -2.80468], [8.46770, -6.03966, -3.79934], [9.25979, -4.52164, -4.16486], [9.03736, -4.87100, -2.52059], [9.18222, -8.26154, -6.70287], [9.51561, -6.49638, -6.63197], [8.56517, -7.24960, -5.40027], [11.37637, -1.47477, -1.80226], [11.37978, -1.07298, -3.36536], [10.93139, 0.53216, -3.29224], [12.00762, 1.52310, -2.93568], [13.18825, 1.19553, -3.76625], [13.77206, -0.26255, -3.71648], [12.75497, -1.31571, -3.97771], [13.25153, -2.71764, -4.05254], [14.55623, -0.35271, -2.44861], [14.65921, -0.25146, -4.98935], [10.29062, -1.73602, -4.34268], [11.74808, -0.67577, -1.16076], [12.04676, -2.28186, -1.50681], [10.48882, -1.84722, -1.29076], [10.26086, 0.59573, -2.43524], [10.35570, 0.84208, -4.16438], [12.25776, 1.49341, -1.87518], [11.53621, 2.48500, -3.13724], [13.95987, 1.89832, -3.45194], [12.91443, 1.46489, -4.78633], [15.26937, 0.45520, -2.28485], [15.22909, -1.21021, -2.45530], [13.91090, -0.28011, -1.57318], [15.49532, 0.44720, -4.95960], [14.13078, 0.05492, -5.89213], [15.13167, -1.18010, -5.30952], [9.85762, -1.10089, -5.11548], [9.44870, -2.10971, -3.75990], [10.70092, -2.58823, -4.88443], [13.23035, -11.88861, -4.81452], [13.30162, -12.28539, -3.31175], [13.14610, -11.30784, -2.23858], [12.22983, -13.22094, -3.15877], [13.31629, -12.85945, -5.30257], [13.95740, -11.18051, -5.21212], [12.20628, -11.55113, -4.97415], [14.25452, -12.80114, -3.19308], [13.35866, -11.65639, -1.22792], [12.11502, -10.95497, -2.21768], [13.83585, -10.53127, -2.56915], [12.12303, -13.78758, -3.92630], [14.49196, -3.58633, -0.49100], [15.50128, -4.64348, -0.29070], [14.92883, -6.06208, -0.42199], [16.45793, -4.37307, -1.27584], [13.52161, -4.02367, -0.25593], [14.33213, -3.23180, -1.50927], [14.87763, -2.76512, 0.11314], [15.79599, -4.43711, 0.73821], [14.39596, -6.53281, 0.40418], [15.70652, -6.82122, -0.50565], [14.39340, -6.18849, -1.36296], [17.31794, -4.75455, -1.08488], [5.30637, -3.11604, -2.21388], [6.65622, -2.67354, -2.71132], [6.74115, -1.16144, -3.08425], [7.40881, -2.68984, -1.57787], [4.88427, -2.68275, -1.30713], [5.27607, -4.19733, -2.07976], [4.60127, -3.06385, -3.04347], [6.86576, -3.35633, -3.53473], [6.30742, -0.56241, -2.28353], [6.07565, -1.00395, -3.93302], [7.73987, -0.73294, -3.16816], [8.21420, -2.21942, -1.80514], [7.71821, -4.54193, -7.13600], [6.59568, -3.61626, -7.64710], [6.57459, -2.38372, -6.75655], [6.85714, -3.10433, -8.95719], [7.74495, -4.56294, -6.04654], [8.70837, -4.35090, -7.54977], [7.40013, -5.51931, -7.49884], [5.58895, -4.02660, -7.56823], [6.43498, -2.53404, -5.68603], [5.73849, -1.69613, -6.88406], [7.41720, -1.69654, -6.83343], [6.21082, -2.45592, -9.24607], [5.57315, -9.35463, -4.47134], [5.16184, -7.91127, -4.46513], [3.83685, -7.78669, -4.12078], [5.18671, -9.81908, -5.73280], [5.04167, -9.83330, -3.64885], [6.62965, -9.51497, -4.25637], [5.37186, -7.49246, -5.44930], [5.75889, -7.52010, -3.64135], [3.37133, -8.33454, -4.75698], [4.81776, -10.68605, -5.54887], [12.10466, -8.58190, 2.24672], [10.77479, -8.45226, 2.98990], [9.87851, -7.91654, 2.15121], [12.04777, -9.44543, 1.08573], [12.90749, -8.92697, 2.89825], [12.45094, -7.58620, 1.96963], [10.88513, -7.89958, 3.92288], [10.50431, -9.47874, 3.23746], [9.07061, -7.93954, 2.66927], [11.22204, -9.16822, 0.68208], [5.81902, -8.61968, -0.63333], [6.42532, -7.15975, -0.17341], [5.42350, -6.30336, 0.35197], [4.95217, -8.99884, 0.38416], [6.58788, -9.34431, -0.90141], [5.29129, -8.42566, -1.56711], [6.88848, -6.71646, -1.05494], [7.18648, -7.21635, 0.60475], [5.87710, -5.51074, 0.64794], [4.78154, -8.12737, 0.74890], [13.68132, -8.86290, -9.17465], [14.38649, -8.03644, -10.28391], [14.01293, -6.67034, -10.15878], [14.25905, -8.46805, -7.92772], [13.62168, -9.93482, -9.36310], [12.67858, -8.54234, -8.89208], [14.07863, -8.37610, -11.27283], [15.45459, -8.16738, -10.11041], [14.51990, -6.17008, -10.80246], [15.10186, -8.92769, -7.92716], [15.41656, -7.15111, -5.26307], [14.84028, -6.49898, -4.00770], [15.00343, -5.05096, -3.96313], [14.70737, -6.55969, -6.25761], [15.12418, -8.19281, -5.13094], [16.49811, -7.06671, -5.36910], [15.46831, -6.78848, -3.16517], [13.82385, -6.80656, -3.76200], [15.42333, -4.81119, -3.13380], [14.69350, -7.16905, -6.99930], [12.38851, -4.04761, -8.86318], [12.72898, -2.56833, -8.41159], [12.68178, -2.56015, -6.97086], [13.15512, -4.97646, -8.11179], [12.31730, -4.15904, -9.94513], [11.43120, -4.53539, -8.67957], [11.99966, -1.81629, -8.71264], [13.70942, -2.24114, -8.75771], [12.08003, -1.87483, -6.67111], [13.34094, -5.69965, -8.71517]],
  "mulliken_charge": [1.033, -2.025, 2.449, -2.095, 0.252, -2.108, 3.368, 0.453, 0.345, -1.328, -0.839, -1.425, 0.038, -0.043, 0.816, 0.340, 0.497, 0.663, -0.741, 0.404, 0.238, -0.612, 0.729, -0.479, -0.011, -1.096, 0.634, 0.516, 0.096, -0.125, -1.007, 1.767, -1.230, -0.914, -1.351, 1.192, -0.106, 1.582, -1.563, -1.622, -0.119, 0.351, -0.229, 0.254, 0.320, 0.615, 0.412, 0.423, 0.471, 0.405, 0.461, 0.238, 0.323, 0.469, 0.294, 0.037, 0.485, -0.877, -0.471, -1.482, 0.638, -0.917, -0.573, 0.497, 0.223, 0.481, 0.246, 0.462, 0.039, 0.177, 0.300, -0.591, 0.390, -0.595, -0.560, 0.320, -0.332, 0.350, 0.450, 0.226, 0.341, -0.331, 0.332, -1.726, 1.841, -1.121, -0.669, 0.351, 0.303, 0.385, -0.484, 0.412, 0.371, 0.094, 0.220, -0.400, 0.398, -1.241, -0.590, 0.019, 0.051, 0.356, 0.217, -0.083, 0.523, 0.388, 0.348, -0.572, -0.046, -0.566, -0.513, 0.513, 0.220, 0.445, -0.112, 0.352, 0.361, -0.358, -0.558, -0.428, -0.436, 0.445, 0.059, 0.427, 0.304, 0.275, 0.266, -0.265, 0.180, -0.697, -0.597, 0.287, 0.130, -0.097, 0.356, 0.338, 0.369, -0.638, -0.391, -0.419, -0.504, 0.397, 0.243, 0.433, 0.324, 0.239, 0.265, -0.248, -0.117, -0.497, -0.265, 0.187, 0.454, 0.693, -0.198, 0.008, 0.190, -0.317, -0.503, -0.365, -0.126, 0.492, -0.009, 0.483, 0.257, 0.083, 0.158],
  "lumo_energy_ev": -2.99,
  "largest_force_ev_per_a": 5.4,
  "homo_ha": -0.3187,
  "charge": 1,
  "homo_lumo_gap_ev": 5.68
}

{
  "formula": "C3H8N4O",
  "method": "wB97M-V/def2-TZVPD",
  "symbols": ["H", "N", "C", "N", "O", "C", "C", "N", "N", "H", "H", "H", "H", "H", "H", "H"],
  "positions_angstrom": [[1.81607, -2.10894, 0.88426], [1.13436, -1.32986, 1.28657], [0.49876, -0.60514, 0.54393], [1.06164, 0.00454, -0.67903], [0.23115, -0.09388, -1.91382], [0.08460, 1.40747, -1.92704], [-0.76384, -0.09895, 1.13304], [-1.63589, 0.09372, 0.08030], [-0.67501, 0.39022, 2.33818], [0.25659, 0.00238, 2.70784], [1.98553, -0.57050, -1.08281], [-0.36585, 1.62080, -1.03558], [0.98970, 1.98924, -2.40322], [-0.89168, 1.30709, -2.71501], [-0.99576, -0.05693, -0.97622], [-2.75651, 0.23731, 0.24958]],
  "mulliken_charge": [0.276, -0.653, 0.303, -0.271, -0.379, -0.678, 0.525, -0.623, -0.781, 0.291, 0.313, 0.470, 0.258, 0.217, 0.505, 0.228],
  "lumo_energy_ev": 0.55,
  "largest_force_ev_per_a": 8.1,
  "homo_ha": -0.3156,
  "relative_energy_ev": 7.775,
  "homo_lumo_gap_ev": 9.14
}

{
  "formula": "C2H6O3",
  "method": "wB97M-V/def2-TZVPD",
  "symbols": ["C", "O", "H", "H", "H", "H", "O", "C", "O", "H", "H"],
  "positions_angstrom": [[0.15486, 1.45279, -0.90799], [0.09907, 1.38188, 0.50532], [1.19148, 1.33130, -1.24582], [-0.21137, 2.37353, -1.35933], [-0.48923, 0.68140, -1.35082], [0.10677, 2.28057, 0.85056], [-1.25559, -2.47949, 0.08447], [-0.22726, -2.28881, 0.69357], [0.51594, -1.20592, 0.51449], [0.17794, -3.06353, 1.36332], [-0.06261, -0.46374, 0.85223]],
  "mulliken_charge": [-0.559, -0.567, 0.270, 0.356, 0.196, 0.345, 0.056, 0.364, -0.244, 0.390, 0.393],
  "lumo_energy_ev": [-6.29, -10.92],
  "largest_force_ev_per_a": 2.7,
  "spin_multiplicity": 2,
  "s2": 0.76,
  "homo_ha": [-0.5508, -0.5475],
  "relative_energy_ev": 2.138,
  "charge": 1,
  "homo_lumo_gap_ev": [8.69, 3.98]
}

{
  "formula": "C15H20O2",
  "method": "wB97M-V/def2-TZVPD",
  "symbols": ["C", "C", "C", "C", "O", "O", "C", "C", "C", "C", "C", "C", "C", "C", "C", "C", "C", "H", "H", "H", "H", "H", "H", "H", "H", "H", "H", "H", "H", "H", "H", "H", "H", "H", "H", "H", "H"],
  "positions_angstrom": [[-2.84110, 3.31539, -1.26638], [-2.12381, 2.31622, -0.41146], [-0.75922, 2.29814, -0.22179], [0.29093, 3.19182, -0.52935], [0.08508, 4.34589, -0.91971], [1.48808, 2.69953, -0.39485], [1.36894, 1.28593, 0.04050], [1.48264, 0.24088, -1.09100], [2.38278, -0.97527, -0.87252], [1.72249, -2.08971, -0.00751], [0.24462, -2.40005, -0.15185], [-0.41509, -2.85001, -1.43021], [-0.62047, -2.36923, 0.89431], [-0.40795, -1.78052, 2.30852], [0.30341, -0.43422, 2.29961], [-0.59774, 0.51351, 1.56124], [-0.04662, 1.28563, 0.51017], [-3.16362, 2.96866, -2.25654], [-2.33780, 4.29494, -1.37783], [-3.77098, 3.57792, -0.68375], [-2.61573, 1.38062, -0.07715], [2.11930, 1.04155, 0.80173], [1.94073, 0.85782, -1.86905], [0.51611, -0.02524, -1.48891], [3.29664, -0.55643, -0.36840], [2.55158, -1.42589, -1.87679], [2.11870, -1.96395, 1.02772], [2.11595, -3.00938, -0.35681], [0.39848, -2.89240, -2.19927], [-1.25421, -2.23988, -1.80374], [-0.74596, -3.85171, -1.23353], [-1.61188, -2.67826, 0.59198], [0.12911, -2.45196, 2.91833], [-1.29103, -1.63048, 2.87310], [1.32694, -0.54441, 1.96941], [0.47674, -0.19775, 3.34879], [-1.75605, 0.75230, 1.74298]],
  "mulliken_charge": [-1.199, -0.242, 0.055, 0.233, -0.661, -0.408, 0.548, -1.080, -0.618, -1.069, 1.255, -1.698, -0.855, -1.213, -0.554, -0.555, 0.411, 0.276, 0.305, 0.325, 0.336, 0.511, 0.458, 0.412, 0.305, 0.389, 0.308, 0.553, 0.357, 0.311, 0.539, 0.397, 0.530, 0.462, 0.158, 0.503, 0.216],
  "lumo_energy_ev": 0.01,
  "largest_force_ev_per_a": 6.2,
  "homo_ha": -0.3041,
  "relative_energy_ev": 3.471,
  "homo_lumo_gap_ev": 8.29
}

{
  "formula": "C25H24FN4O6RuS3Te",
  "method": "wB97M-V/def2-TZVPD",
  "symbols": ["Ru", "O", "C", "C", "C", "C", "C", "C", "C", "O", "N", "N", "C", "S", "C", "C", "S", "H", "H", "H", "H", "H", "H", "H", "H", "H", "C", "C", "C", "C", "C", "C", "Te", "C", "C", "C", "H", "H", "H", "H", "H", "H", "H", "H", "H", "H", "H", "F", "C", "C", "N", "C", "C", "O", "O", "C", "O", "N", "C", "O", "H", "H", "H", "H", "S"],
  "positions_angstrom": [[-1.09020, -0.31669, 0.32824], [-2.46830, 5.10841, -0.75216], [-1.22220, 5.27771, -0.26546], [-0.70290, 6.56651, -0.26406], [0.58160, 6.82561, 0.19224], [1.35900, 5.78351, 0.67494], [0.84000, 4.50731, 0.72204], [-0.44380, 4.21231, 0.24684], [-0.91640, 2.82911, 0.26054], [-0.21690, 1.89721, 0.81654], [-2.08280, 2.59311, -0.32086], [-2.39090, 1.30071, -0.54276], [-3.63480, 0.94011, -0.54206], [-4.16990, -0.51299, -1.36606], [-5.55040, -0.65899, -0.16176], [-6.24150, 0.68291, -0.10226], [-4.97040, 2.03471, -0.09656], [-2.66930, 4.13391, -0.71006], [-1.33260, 7.36361, -0.63506], [0.97940, 7.83121, 0.16924], [2.36830, 5.96461, 1.02454], [1.42720, 3.70011, 1.13874], [-5.11080, -0.90069, 0.80684], [-6.19790, -1.47219, -0.48596], [-6.83170, 0.78751, 0.81024], [-6.87450, 0.86141, -0.97296], [8.50110, -0.43109, -0.04616], [7.02300, -0.16109, -0.02756], [6.44440, 0.72681, -0.91926], [5.08970, 1.02361, -0.86606], [4.54550, 2.02321, -1.84216], [4.26650, 0.41461, 0.08524], [2.21450, 1.15651, 0.33414], [4.84060, -0.50269, 0.96814], [4.03820, -1.21159, 2.01754], [6.20210, -0.77929, 0.90184], [8.98990, 0.14281, -0.83096], [8.70420, -1.48899, -0.21446], [8.95360, -0.15549, 0.90804], [7.06780, 1.20991, -1.66306], [5.25210, 2.19351, -2.65516], [4.35780, 2.97341, -1.34146], [3.59960, 1.67901, -2.25686], [3.01560, -0.84459, 2.04074], [4.48870, -1.06919, 3.00024], [4.00880, -2.27969, 1.80674], [6.63120, -1.48469, 1.60534], [-1.72750, -7.11139, -1.09366], [-2.81710, -6.31169, -0.90286], [-2.74210, -5.33889, 0.05894], [-3.83320, -4.55659, 0.36754], [-3.68940, -3.54889, 1.38794], [-2.61770, -2.47389, 1.03104], [-2.41420, -1.59709, 1.90434], [-2.04110, -2.55479, -0.06006], [-4.99650, -4.65579, -0.34386], [-5.99490, -3.99669, -0.09736], [-5.00130, -5.60849, -1.33086], [-3.98220, -6.53329, -1.68016], [-4.21530, -7.37989, -2.54246], [-1.83810, -5.16219, 0.61334], [-3.40360, -4.01659, 2.33504], [-4.65810, -3.06049, 1.50994], [-5.86030, -5.68689, -1.86066], [1.16010, -0.88139, -0.27376]],
  "mulliken_charge": [0.325, -0.721, 0.416, -0.619, -0.251, -1.010, -0.677, 0.611, 0.679, -0.945, -0.323, -0.787, 0.551, -0.137, -0.478, -0.613, -0.213, 0.614, 0.396, 0.353, 0.385, 0.471, 0.061, 0.502, 0.365, 0.311, -1.438, 0.903, -1.012, 0.942, -1.684, -0.529, 0.567, 1.149, -1.555, -0.797, 0.338, 0.315, 0.308, 0.197, 0.379, 0.298, 0.361, 0.198, 0.354, 0.307, 0.350, -0.329, 0.282, -0.094, 0.182, -1.113, 1.204, -0.810, -0.766, 0.537, -0.668, -0.064, 0.304, -0.688, 0.475, 0.287, 0.372, 0.224, -0.551],
  "lumo_energy_ev": [4.10, 4.09],
  "largest_force_ev_per_a": 2.6,
  "spin_multiplicity": 2,
  "s2": 0.78,
  "homo_ha": [-0.0035, 0.0007],
  "relative_energy_ev": 2.682,
  "charge": -2,
  "homo_lumo_gap_ev": [4.19, 4.07]
}

{
  "formula": "C3H12NO2",
  "method": "wB97M-V/def2-TZVPD",
  "symbols": ["C", "C", "C", "O", "N", "H", "H", "H", "H", "H", "H", "H", "H", "H", "H", "H", "H", "O"],
  "positions_angstrom": [[-0.64283, -0.10746, -0.39358], [0.04173, 1.20600, -0.68929], [0.44370, 1.37019, -2.17583], [1.29955, 2.49318, -2.27460], [-0.50608, -0.51789, 1.05066], [-1.72231, -0.06367, -0.56062], [-0.31452, -0.90964, -1.05140], [0.96094, 1.43893, -0.13892], [-0.64821, 2.02070, -0.48316], [-0.46845, 1.62758, -2.72184], [0.85780, 0.44084, -2.55842], [2.17527, 2.10518, -2.38700], [-0.94071, 0.11586, 1.71617], [-0.76406, -1.49613, 1.17921], [0.48619, -0.46893, 1.30755], [-0.52205, -3.48181, 2.89437], [0.43397, -3.08458, 3.96602], [-0.16990, -2.68836, 3.32070]],
  "mulliken_charge": [-0.639, -0.379, -0.757, -0.477, -0.264, 0.341, 0.423, 0.355, 0.321, 0.278, 0.442, 0.314, 0.345, 0.326, 0.355, 0.329, 0.332, -0.645],
  "lumo_energy_ev": -3.55,
  "largest_force_ev_per_a": 1.6,
  "homo_ha": -0.5125,
  "relative_energy_ev": 1.065,
  "charge": 1,
  "homo_lumo_gap_ev": 10.39
}